i.
The following is a DFT calculation (ωB97M-V with the def2-TZVPD basis set) of an isolated molecule of C5H9N3O.

Last column: natural (NBO) charge in e.
Cartesian coordinates (Å):
C -0.156 -1.412 -0.216  0.37
H 1.009 1.510 -2.497  0.46
H -1.642 -0.937 1.403  0.19
H -1.195 -2.744 -1.496  0.23
H 0.379 -2.186 -2.096  0.25
N -0.805 1.544 1.922  -0.71
H 1.432 1.977 0.646  0.18
H 1.937 0.266 0.841  0.17
C 1.117 0.933 0.504  -0.33
N 0.357 -1.850 0.844  -0.35
O 1.545 1.330 -1.717  -0.63
C -0.170 0.648 1.172  0.46
H -1.754 1.388 2.225  0.40
H -0.438 2.478 2.012  0.41
N 0.594 0.688 -0.825  -0.41
C -0.526 -1.881 -1.568  -0.67
H -1.003 -1.077 -2.122  0.25
C -0.682 -0.673 0.966  -0.27

Results
LUMO level (alpha / beta) (eV): 0.5 / 0.5
Charge: 0
HOMO-LUMO gap (alpha / beta) (eV): 6.91 / 6.92

=====

ii.
The following is a DFT calculation (ωB97M-V with the def2-TZVPD basis set) of an isolated molecule of C5H9N3O.

Last column: natural (NBO) charge in e.
Cartesian coordinates (Å):
C -1.580 -1.087 0.399  -0.12
H 3.719 0.583 -0.547  0.37
N 1.263 1.021 0.003  -0.29
C 0.995 -1.229 -0.288  -0.32
C 1.888 -0.122 -0.190  0.26
H -0.451 2.803 -0.038  0.23
H 1.369 -2.247 0.001  0.23
H -1.548 -2.142 0.459  0.20
H -1.653 1.769 -1.059  0.23
H -3.448 -0.620 -0.302  0.47
O -2.528 -0.644 -0.696  -0.74
C -0.977 1.836 -0.146  -0.43
N 3.226 -0.426 -0.331  -0.82
H 3.620 -0.795 0.678  0.37
H -1.740 -0.622 1.376  0.19
H -1.867 1.810 0.625  0.19
C -0.301 -0.624 -0.081  0.12
N 0.012 0.736 0.137  -0.15

Results
SMILES: Cn1nc(N)cc1CO
LUMO level (eV): 0.6
Charge: 0
HOMO-LUMO gap (eV): 9.03

=====

iii.
The following is a DFT calculation (ωB97M-V with the def2-TZVPD basis set) of an isolated molecule of C5H9N3O.

Last column: natural (NBO) charge in e.
Cartesian coordinates (Å):
N 2.078 -0.131 -0.068  -0.42
C -2.686 -1.194 -0.479  -0.61
H -2.867 -0.492 -1.260  0.21
N 0.115 -1.303 0.046  -0.39
H -1.968 -1.209 1.569  0.18
C 4.380 0.909 0.374  -0.74
H 4.800 -0.070 0.666  0.26
O 2.120 -2.367 -0.441  -0.66
C 1.457 -1.331 -0.162  0.67
H -1.927 -1.954 -0.883  0.19
C 3.126 0.503 -0.103  0.46
H -3.663 -1.711 -0.173  0.22
H 5.071 1.462 -0.206  0.25
H -0.219 -2.246 -0.064  0.39
H 4.212 1.445 1.309  0.26
N -0.562 -0.200 0.215  -0.19
C -1.941 -0.470 0.687  -0.27
H -2.474 0.439 0.891  0.21

Results
LUMO level (alpha / beta) (eV): 0.2 / 0.4
Charge: 0
HOMO-LUMO gap (alpha / beta) (eV): 6.64 / 8.12

=====

iv.
The following is a DFT calculation (ωB97M-V with the def2-TZVPD basis set) of an isolated molecule of C5H9N3O.

Last column: natural (NBO) charge in e.
Cartesian coordinates (Å):
H -2.073 0.116 0.851  0.20
C -1.186 0.173 1.486  -0.42
C 0.939 -0.147 0.067  0.41
H 0.949 2.220 1.830  0.35
N 2.200 0.099 0.146  -0.70
H -0.980 -0.831 1.868  0.21
C -0.905 0.100 -1.580  0.42
N -0.048 0.714 0.759  -0.31
H -0.584 1.130 -1.806  0.13
C 0.298 -0.848 -1.051  -0.21
C 0.302 -2.180 -1.140  -0.29
H 2.701 0.065 -0.746  0.36
O -1.902 -0.381 -2.096  -0.52
H -1.504 0.813 2.315  0.22
N 0.357 2.044 1.018  -0.64
H 0.990 2.408 0.292  0.36
H 0.858 -2.797 -0.439  0.21
H -0.412 -2.698 -1.775  0.22

Results
SMILES: [H]/N=C(\C(=C)C=O)N(C)N
LUMO level (eV): -0.1
Charge: 0
HOMO-LUMO gap (eV): 8.69

=====

Last place for stability: i

=====

i.
The following is a DFT calculation (ωB97M-V with the def2-TZVPD basis set) of an isolated molecule of C5H9N3O.

Last column: natural (NBO) charge in e.
Cartesian coordinates (Å):
H -1.947 -1.140 1.076  0.23
O 3.001 -0.590 -0.052  -0.41
H -1.722 -1.408 -1.320  0.22
C -0.804 -1.095 1.291  -0.64
H 1.337 1.794 1.070  0.24
H -0.039 -2.018 -1.068  0.23
H -0.685 -0.512 2.219  0.22
N 1.812 -0.782 0.017  0.23
C -0.462 1.945 -0.124  0.10
H -0.444 -2.135 1.409  0.24
C -0.664 -1.093 -1.250  -0.63
N -1.294 0.961 -0.040  -0.37
H -0.887 2.977 -0.206  0.20
C 1.016 1.667 0.030  -0.33
N 0.961 0.174 -0.120  -0.24
C -0.454 -0.299 0.010  0.25
H 1.542 2.126 -0.817  0.24
H -0.265 -0.572 -2.125  0.22

Results
SMILES: CC1(C)N=CCN1N=O
LUMO level (eV): 0.8
Charge: 0
HOMO-LUMO gap (eV): 9.73

=====

ii.
The following is a DFT calculation (ωB97M-V with the def2-TZVPD basis set) of a structure of composition C5H9N3O.

Last column: natural (NBO) charge in e.
Cartesian coordinates (Å):
N 1.393 2.107 0.826  -0.58
C 1.779 -0.189 0.060  0.35
H -1.014 -2.477 0.984  0.34
H 0.641 -1.625 -1.904  0.41
N -0.072 -1.925 -1.243  -0.85
C -1.548 1.250 0.408  -0.66
O 2.312 -0.478 -1.029  -0.57
C 0.976 1.092 0.164  0.19
H -0.178 -2.926 -1.150  0.39
C -0.152 -1.166 -0.119  0.43
H -1.477 2.311 0.667  0.22
H 0.709 2.871 0.794  0.34
H -0.406 0.747 -1.432  0.24
C -0.362 0.762 -0.344  -0.19
N -0.624 -1.532 1.009  -0.73
H 2.077 -0.568 1.052  0.18
H -2.484 1.036 -0.113  0.23
H -1.569 0.708 1.370  0.26

Results
LUMO level (eV): -0.3
Charge: 0
HOMO-LUMO gap (eV): 9.32

=====

Last place for stability: i

=====

i.
The following is a DFT calculation (ωB97M-V with the def2-TZVPD basis set) of the ion C5H6N with charge +1.

Last column: natural (NBO) charge in e.
Cartesian coordinates (Å):
H -1.913 -0.856 0.032  0.45
N -1.001 -0.500 -0.208  -0.57
H 1.352 1.693 0.565  0.29
H -0.884 -0.424 -1.178  0.43
C 1.508 -0.252 -0.379  0.21
C 0.836 1.061 -0.080  -0.47
H -0.829 0.824 1.570  0.26
H 0.379 1.413 -0.906  0.25
C 1.317 -1.655 0.052  -0.20
C 0.189 -1.038 0.576  0.09
H 1.655 -2.550 -0.376  0.29
C -0.267 0.354 0.757  -0.02

Results
SMILES: C1=C2C[C@H]3[NH2+][C@@]123
LUMO level (eV): -4.4
Charge: +1
HOMO-LUMO gap (eV): 9.22

=====

ii.
The following is a DFT calculation (ωB97M-V with the def2-TZVPD basis set) of a structure of composition C5H6N.

Last column: natural (NBO) charge in e.
Cartesian coordinates (Å):
N -0.338 0.470 -0.234  -0.17
C 0.028 -3.045 0.144  -0.02
H 0.893 0.472 1.566  0.29
C 0.047 -1.940 -0.376  -0.16
C 0.433 1.136 0.743  -0.46
C -1.385 0.221 -0.860  0.29
H 0.448 -0.406 -2.234  0.24
H 1.106 1.722 0.244  0.26
H -0.179 1.985 1.163  0.26
H -2.427 0.618 -1.066  0.30
H 0.219 -3.941 0.657  0.26
C -0.239 -0.709 -1.035  -0.08

Results
LUMO level (eV): -5.2
Charge: +1
HOMO-LUMO gap (eV): 9.63

=====

Last place for stability: i

=====

i.
The following is a DFT calculation (ωB97M-V with the def2-TZVPD basis set) of a structure of composition C4H3O2S.

Last column: natural (NBO) charge in e.
Cartesian coordinates (Å):
C -0.610 0.399 0.104  -0.24
C -1.850 0.043 -0.147  -0.47
C 0.620 -0.692 -0.171  0.46
C 1.793 -0.029 0.455  0.25
S 1.849 1.382 -0.513  -0.39
H -1.830 -0.850 -0.705  0.19
O 2.638 -0.349 1.272  -0.61
H -0.230 1.186 0.687  0.21
H -2.874 0.630 -0.187  0.19
O 0.495 -1.721 -0.795  -0.59

Results
LUMO level (eV): 3.8
Charge: -1
HOMO-LUMO gap (eV): 7.61

=====

ii.
The following is a DFT calculation (ωB97M-V with the def2-TZVPD basis set) of a structure of composition C4H3O2S.

Last column: natural (NBO) charge in e.
Cartesian coordinates (Å):
C -1.181 0.441 0.071  -0.57
C 0.136 1.159 -0.010  0.48
C -0.333 -0.835 0.123  0.52
C 0.802 -0.023 -0.030  -0.46
H -1.915 0.347 -0.763  0.18
O 0.396 2.366 -0.056  -0.69
S 2.516 -0.609 0.098  -0.10
O -0.629 -2.017 0.192  -0.68
H 2.054 -1.690 -0.431  0.13
H -1.847 0.861 0.805  0.19

Results
LUMO level (eV): 3.5
Charge: -1
HOMO-LUMO gap (eV): 6.96

=====

Last place for stability: i

=====

i.
The following is a DFT calculation (ωB97M-V with the def2-TZVPD basis set) of a cluster of 4 separate species, C3H16N2O3 in total.

Last column: natural (NBO) charge in e.
Cartesian coordinates (Å):
H -2.369 0.229 1.437  0.47
H -1.344 2.172 -1.229  0.19
H 1.979 -0.923 -2.638  0.48
C -1.665 1.147 -1.396  -0.40
H -0.346 0.401 1.226  0.16
H 1.627 -0.678 0.186  0.17
N -0.575 0.299 -0.902  -0.67
H -1.894 -3.178 0.081  0.48
C 1.556 0.416 0.151  -0.21
H -1.882 0.944 -2.441  0.20
O -1.590 -2.513 0.679  -0.96
H 3.127 -1.970 -2.874  0.47
O -2.605 0.730 2.242  -0.94
H -0.604 -0.701 -0.955  0.38
H 2.026 0.638 2.147  0.35
O 2.837 -1.250 -2.337  -0.95
C 0.079 0.811 0.298  -0.23
H 0.012 1.896 0.349  0.19
N 2.324 1.046 1.280  -0.85
H -2.581 1.079 -0.786  0.16
H 3.298 0.862 1.059  0.36
H 1.994 0.715 -0.793  0.20
H -1.952 1.422 2.258  0.47
H -2.225 -2.356 1.380  0.48

Results
SMILES: CNCCN.O.O.O
LUMO level (eV): 0.5
Charge: 0
HOMO-LUMO gap (eV): 8.88

=====

ii.
The following is a DFT calculation (ωB97M-V with the def2-TZVPD basis set) of a cluster of 4 separate species, C3H16N2O3 in total.

Last column: natural (NBO) charge in e.
Cartesian coordinates (Å):
H 1.533 -2.683 -0.028  0.34
H -2.138 -1.968 -1.066  0.38
H -0.633 -2.812 2.350  0.21
H -0.689 -3.046 0.629  0.20
H -2.677 -1.184 1.870  0.20
H -3.454 -1.583 -0.187  0.37
H -0.928 6.135 -2.504  0.47
H 0.875 -1.340 -0.707  0.35
C 0.741 -1.530 1.358  -0.22
N 1.402 -1.653 0.040  -0.85
O 2.902 1.612 0.915  -0.96
H 2.265 0.565 -2.240  0.48
H -2.176 5.926 -1.706  0.46
C -0.655 -2.297 1.387  -0.45
H -1.573 -0.360 1.259  0.17
H 3.323 0.815 0.778  0.46
H 0.733 -0.380 1.639  0.21
O 1.684 1.283 -1.905  -0.94
H 1.888 2.007 -2.431  0.47
C -1.923 -1.370 1.010  -0.23
H 2.166 1.602 0.211  0.49
O -1.769 5.697 -2.477  -0.93
H 1.571 -1.980 2.095  0.19
N -2.468 -1.460 -0.291  -0.86

Results
SMILES: NCCCN.O.O.O
LUMO level (eV): 0.7
Charge: 0
HOMO-LUMO gap (eV): 9.37

=====

Last place for stability: ii